# C6H9BClNO3

One molecule with the formula C6H9BClNO3 (ωB97M-V/def2-TZVPD, OMol25).

The energy above the lowest of the compared OMol25 structures with the same formula, charge and spin comes out at 0.113 eV. For the LUMO energy, the calculation gives 0.47 eV. As for the HOMO-LUMO gap: 0.3167 hartree. For the electronic energy, the calculation gives -999.63033 Ha. The calculation puts the HOMO energy at -8.1456 eV. The net charge is 0. Its SMILES is COC1=C[C@H](Cl)C=CN1B(O)O.

Structure (XYZ):
```
21
Properties=species:S:1:pos:R:3:forces:R:3
C 0.313 2.658 1.089 2.56 -1.42 -1.87
O -0.415 1.428 0.932 -0.84 0.88 0.44
C -0.061 0.594 -0.079 -0.89 -1.68 3.56
C 0.436 0.974 -1.210 1.33 -0.26 -2.82
C 0.869 -0.097 -2.178 -0.10 -0.33 0.90
Cl -0.207 0.110 -3.592 -0.66 -0.20 -1.12
C 0.787 -1.521 -1.639 0.99 0.53 -1.55
C 0.250 -1.795 -0.469 -0.46 0.29 0.78
N -0.204 -0.771 0.376 -1.03 -0.88 0.18
B -1.073 -1.384 1.497 0.94 1.49 -2.20
O -1.422 -0.606 2.506 -0.81 2.52 1.74
O -1.503 -2.693 1.381 2.08 2.19 -3.30
H 0.108 3.449 0.319 -0.32 -0.71 0.97
H 1.410 2.324 0.908 -1.46 0.94 0.34
H 0.234 2.930 2.120 -0.42 0.54 0.34
H 0.443 1.985 -1.644 0.07 -0.44 0.87
H 1.842 0.105 -2.609 0.21 0.03 0.14
H 1.231 -2.269 -2.304 -0.40 0.10 0.44
H 0.056 -2.766 0.016 0.63 0.39 -1.03
H -1.289 0.399 2.436 0.11 -2.43 -0.30
H -1.805 -3.055 2.145 -1.53 -1.51 3.49
```
Forces are in eV/Å.



# C6H9BO

A 2-piece molecular cluster, C6H9BO overall (ωB97M-V/def2-TZVPD, OMol25).

The energy above the lowest of the compared OMol25 structures with the same formula, charge and spin comes out at 4.803 eV. For the LUMO energy, the calculation gives 0.23 eV. As for the HOMO-LUMO gap: 0.2897 hartree. For the electronic energy, the calculation gives -333.95664 Ha. The calculation puts the HOMO energy at -7.6514 eV. The net charge is 0.

Structure (XYZ):
```
17
Properties=species:S:1:pos:R:3:forces:R:3
B -1.671 0.138 -0.098 1.89 -0.01 0.05
C 3.197 -0.491 0.434 0.22 0.43 -0.41
C 1.854 -0.795 0.787 -0.17 0.26 -0.13
C 3.130 0.569 -0.414 0.73 -0.53 0.35
C 1.088 0.116 0.131 -3.73 -0.48 0.21
C -2.382 1.342 0.546 0.27 -0.14 0.06
C -2.116 -1.106 -0.890 0.54 -0.02 0.02
O 1.844 0.941 -0.606 0.04 0.32 -0.22
H 4.084 -0.998 0.757 0.24 -0.04 0.04
H 1.514 -1.573 1.440 -0.13 -0.12 0.11
H 3.888 1.122 -0.931 0.07 0.17 -0.12
H -2.183 2.236 -0.049 0.12 0.05 -0.13
H -2.010 1.569 1.543 0.17 -0.05 0.06
H -3.465 1.222 0.608 -0.04 -0.16 -0.12
H -1.301 -1.704 -1.290 0.08 0.09 0.06
H -2.762 -0.828 -1.723 -0.15 0.19 -0.02
H -2.708 -1.759 -0.246 -0.14 0.03 0.18
```
Forces are in eV/Å.



# C6H9Br

One molecule with the formula C6H9Br (ωB97M-V/def2-TZVPD, OMol25).

The energy above the lowest of the compared OMol25 structures with the same formula, charge and spin comes out at 0.524 eV. For the LUMO energy, the calculation gives 0.88 eV. As for the HOMO-LUMO gap: 0.3743 hartree. For the electronic energy, the calculation gives -2807.98558 Ha. The calculation puts the HOMO energy at -9.3083 eV. The net charge is 0. Its SMILES is CC1=C[C@@](C)(Br)C1.

Structure (XYZ):
```
16
Properties=species:S:1:pos:R:3:forces:R:3
C 1.939 -1.509 -0.340 -0.05 0.02 -0.05
C 0.679 -0.733 -0.219 0.01 0.08 -0.14
C -0.169 -0.226 -1.112 -1.60 0.96 2.35
C -1.093 0.400 0.081 1.41 -0.91 -2.11
C -1.219 1.900 0.101 -0.19 -0.13 0.11
Br -2.870 -0.422 0.187 0.09 0.05 0.01
C -0.052 -0.268 1.016 -0.07 -0.13 0.11
H 2.398 -1.649 0.635 0.12 -0.05 0.02
H 2.633 -0.988 -0.995 0.16 -0.05 -0.01
H 1.732 -2.485 -0.777 0.08 -0.09 0.03
H -0.266 -0.193 -2.176 0.00 -0.03 -0.42
H -1.689 2.225 1.027 -0.05 0.11 0.05
H -1.829 2.232 -0.738 -0.02 0.08 0.00
H -0.235 2.360 0.023 0.12 -0.02 -0.01
H -0.451 -1.074 1.633 -0.04 0.03 0.03
H 0.493 0.430 1.654 0.03 0.08 0.04
```
Forces are in eV/Å.



Repeat the third record exactly.
# C6H9Br

One molecule with the formula C6H9Br (ωB97M-V/def2-TZVPD, OMol25).

The energy above the lowest of the compared OMol25 structures with the same formula, charge and spin comes out at 0.524 eV. For the LUMO energy, the calculation gives 0.88 eV. As for the HOMO-LUMO gap: 0.3743 hartree. For the electronic energy, the calculation gives -2807.98558 Ha. The calculation puts the HOMO energy at -9.3083 eV. The net charge is 0. Its SMILES is CC1=C[C@@](C)(Br)C1.

Structure (XYZ):
```
16
Properties=species:S:1:pos:R:3:forces:R:3
C 1.939 -1.509 -0.340 -0.05 0.02 -0.05
C 0.679 -0.733 -0.219 0.01 0.08 -0.14
C -0.169 -0.226 -1.112 -1.60 0.96 2.35
C -1.093 0.400 0.081 1.41 -0.91 -2.11
C -1.219 1.900 0.101 -0.19 -0.13 0.11
Br -2.870 -0.422 0.187 0.09 0.05 0.01
C -0.052 -0.268 1.016 -0.07 -0.13 0.11
H 2.398 -1.649 0.635 0.12 -0.05 0.02
H 2.633 -0.988 -0.995 0.16 -0.05 -0.01
H 1.732 -2.485 -0.777 0.08 -0.09 0.03
H -0.266 -0.193 -2.176 0.00 -0.03 -0.42
H -1.689 2.225 1.027 -0.05 0.11 0.05
H -1.829 2.232 -0.738 -0.02 0.08 0.00
H -0.235 2.360 0.023 0.12 -0.02 -0.01
H -0.451 -1.074 1.633 -0.04 0.03 0.03
H 0.493 0.430 1.654 0.03 0.08 0.04
```
Forces are in eV/Å.